No. 1
The ion C6H8N with charge +1 at a distorted geometry, computed with the ωB97M-V functional and the def2-TZVPD basis.

Properties
**Largest force on an atom**: 3.75 eV/A
**Charge**: +1
**HOMO level (spin up / spin down)**: -12.315 / -14.155 eV
**Gap between HOMO and LUMO (spin up / spin down)**: 0.2387 / 0.3447 hartree
**LUMO (spin up / spin down)**: -5.8 / -4.8 eV
**Energy above the lowest of the compared OMol25 structures with the same formula, charge and spin**: 7.397 eV
**E_tot**: -287.6844 Eh

Element x y z (Å)
C1 1.798 -0.284 0.044
C2 0.934 -1.175 0.059
C3 2.906 0.487 0.069
C4 -0.321 -1.869 -0.058
C5 -1.275 0.626 -0.865
C6 -1.347 -0.709 -0.248
N1 -1.493 0.467 0.562
H1 3.278 0.894 0.983
H2 3.445 0.645 -0.792
H3 -0.263 -2.474 -0.949
H4 -0.366 -2.488 0.881
H5 -0.444 1.225 -0.922
H6 -2.154 0.812 -1.524
H7 -0.619 0.734 1.007
H8 -2.379 0.666 1.126

---

No. 2
A cluster of 13 separate species, C51H90N3O26 in total at a distorted geometry, computed with the ωB97M-V functional and the def2-TZVPD basis.

Properties
**Largest force on an atom**: 6.94 eV/A
**Charge**: +1
**HOMO level**: -11.068 eV
**Gap between HOMO and LUMO**: 0.3410 hartree
**LUMO**: -1.8 eV
**E_tot**: -4117.3426 Eh

Element x y z (Å)
C1 -12.468 13.120 26.082
C2 -11.678 14.368 25.697
C3 -10.150 14.093 25.876
N1 -9.150 15.276 25.669
C4 -9.363 16.537 26.626
C5 -9.057 16.269 28.102
C6 -7.668 15.783 28.263
C7 -7.418 14.591 27.382
C8 -7.696 14.855 25.872
C9 -9.326 15.714 24.164
H1 -12.162 12.362 25.361
H2 -13.553 13.187 26.006
H3 -12.349 12.775 27.109
H4 -12.043 15.232 26.252
H5 -11.942 14.607 24.667
H6 -9.707 13.302 25.272
H7 -10.071 13.804 26.924
H8 -10.418 16.785 26.519
H9 -8.892 17.422 26.199
H10 -9.565 15.467 28.638
H11 -9.287 17.140 28.717
H12 -7.542 15.540 29.318
H13 -6.873 16.507 28.083
H14 -8.023 13.786 27.802
H15 -6.385 14.250 27.452
H16 -7.489 13.932 25.330
H17 -7.175 15.770 25.594
H18 -8.521 16.415 23.943
H19 -10.249 16.286 24.068
H20 -9.256 14.813 23.555
O1 4.704 17.696 32.066
C10 3.576 17.978 32.382
O2 2.399 17.448 31.966
C11 2.334 16.398 30.992
C12 0.876 16.124 30.562
C13 3.366 19.064 33.434
H21 2.735 15.515 31.491
H22 3.007 16.540 30.146
H23 0.175 16.562 31.273
H24 0.622 15.078 30.389
H25 0.653 16.698 29.663
H26 3.526 18.732 34.460
H27 2.377 19.515 33.363
H28 4.092 19.863 33.286
O3 -18.339 17.183 24.522
C14 -19.334 16.797 23.888
O4 -19.795 17.248 22.753
C15 -19.000 18.238 22.021
C16 -19.493 18.515 20.626
C17 -20.168 15.664 24.396
H29 -17.950 17.956 21.935
H30 -18.995 19.193 22.547
H31 -18.799 19.129 20.052
H32 -20.471 18.981 20.747
H33 -19.649 17.603 20.049
H34 -19.905 15.390 25.417
H35 -19.952 14.834 23.722
H36 -21.218 15.924 24.267
O5 -14.112 18.035 33.431
C18 -14.905 17.609 34.258
O6 -15.480 16.365 34.145
C19 -15.109 15.360 33.219
C20 -15.758 15.576 31.842
C21 -15.379 18.394 35.524
H37 -15.430 14.393 33.605
H38 -14.027 15.418 33.104
H39 -16.758 15.149 31.766
H40 -15.201 15.012 31.093
H41 -15.935 16.597 31.502
H42 -16.173 19.104 35.291
H43 -14.444 18.900 35.763
H44 -15.611 17.849 36.439
O7 -10.648 23.033 26.711
C22 -11.347 24.003 27.126
O8 -12.234 24.100 28.181
C23 -12.516 22.902 29.030
C24 -13.751 22.164 28.455
C25 -11.203 25.321 26.412
H45 -12.772 23.172 30.055
H46 -11.669 22.229 29.164
H47 -13.840 21.105 28.697
H48 -14.010 22.473 27.443
H49 -14.457 22.694 29.094
H50 -10.533 25.264 25.554
H51 -10.833 25.913 27.249
H52 -12.159 25.717 26.068
C26 -4.781 23.487 33.332
C27 -3.347 23.350 33.776
C28 -2.611 22.255 32.962
C29 -2.863 22.086 31.495
N2 -3.032 21.927 30.365
H53 -5.214 22.536 33.024
H54 -4.753 23.990 32.366
H55 -5.551 24.034 33.876
H56 -3.293 23.102 34.836
H57 -2.692 24.221 33.759
H58 -2.864 21.322 33.466
H59 -1.560 22.392 33.215
C30 -1.998 9.186 27.159
C31 -2.287 7.716 26.974
C32 -3.704 7.257 27.403
C33 -4.679 8.337 27.260
N3 -5.353 9.221 27.073
H60 -2.476 9.670 26.307
H61 -0.931 9.407 27.140
H62 -2.446 9.531 28.091
H63 -1.699 7.021 27.573
H64 -1.956 7.565 25.946
H65 -3.863 6.904 28.422
H66 -4.028 6.422 26.782
C34 -12.216 8.062 18.472
C35 -13.075 8.893 19.468
O9 -12.131 9.690 20.156
C36 -10.915 9.494 19.729
O10 -9.854 9.914 20.222
O11 -10.946 8.631 18.597
H67 -12.581 8.235 17.460
H68 -12.164 7.021 18.793
H69 -13.569 8.289 20.230
H70 -13.819 9.485 18.935
C37 -3.229 12.341 20.524
C38 -1.952 12.475 19.611
O12 -1.385 13.553 20.224
C39 -1.937 13.985 21.305
O13 -1.642 14.985 21.919
O14 -2.885 13.198 21.595
H71 -3.327 11.330 20.920
H72 -4.185 12.555 20.046
H73 -2.218 12.581 18.559
H74 -1.178 11.721 19.754
C40 -12.348 17.911 16.488
C41 -13.227 17.575 15.273
O15 -14.301 16.857 15.887
C42 -13.968 16.481 17.078
O16 -14.651 15.627 17.700
O17 -12.779 17.039 17.511
H75 -12.323 18.990 16.639
H76 -11.341 17.590 16.221
H77 -12.904 16.941 14.448
H78 -13.462 18.508 14.760
C43 -11.331 23.070 20.800
C44 -12.809 23.417 20.470
O18 -13.432 22.446 21.114
C45 -12.701 21.521 21.613
O19 -13.095 20.718 22.465
O20 -11.482 21.834 21.443
H79 -10.694 23.599 21.509
H80 -10.809 23.012 19.846
H81 -12.966 23.405 19.391
H82 -13.158 24.378 20.847
C46 -3.935 21.510 23.232
C47 -2.375 21.596 23.183
O21 -2.095 21.652 21.755
C48 -3.191 21.057 21.171
O22 -3.344 20.820 19.922
O23 -4.106 20.858 22.040
H83 -4.366 22.510 23.183
H84 -4.279 21.037 24.152
H85 -1.954 20.666 23.566
H86 -2.066 22.491 23.723
C49 -18.259 6.535 25.515
C50 -19.695 6.096 25.877
O24 -19.953 6.866 26.976
C51 -18.870 7.683 27.379
O25 -18.877 8.474 28.380
O26 -17.966 7.634 26.454
H87 -18.107 6.698 24.448
H88 -17.600 5.799 25.975
H89 -19.817 5.072 26.232
H90 -20.470 6.337 25.149

---

No. 3
A structure of composition C7H12O3Y at a distorted geometry, computed with the ωB97M-V functional and the def2-TZVPD basis.

Properties
**Largest force on an atom**: 5.13 eV/A
**Charge**: +3
**HOMO level**: -18.279 eV
**Gap between HOMO and LUMO**: 0.1560 hartree
**LUMO**: -14.0 eV
**Energy above the lowest of the compared OMol25 structures with the same formula, charge and spin**: 0.000 eV
**E_tot**: -536.7571 Eh

Element x y z (Å)
C1 1.120 2.242 1.052
C2 -0.202 2.229 1.385
H1 1.474 1.734 0.152
H2 1.830 2.847 1.620
H3 -0.931 1.727 0.746
H4 -0.573 2.835 2.214
H5 0.670 1.223 1.930
O1 0.332 -4.521 -2.435
C3 -0.097 -3.620 -1.652
O2 -1.181 -3.021 -1.927
O3 0.607 -3.333 -0.588
C4 0.123 -2.309 0.296
C5 1.056 -2.263 1.493
C6 0.562 -1.356 2.572
C7 1.289 -0.390 3.166
Y1 -1.475 -4.388 -3.999
H6 -0.902 -2.558 0.602
H7 0.110 -1.354 -0.244
H8 2.074 -1.987 1.185
H9 1.104 -3.275 1.931
H10 -0.485 -1.481 2.869
H11 0.917 0.100 4.069
H12 2.369 -0.331 3.006

---

No. 4
A structure of composition H20O10Sr at a distorted geometry, computed with the ωB97M-V functional and the def2-TZVPD basis.

Properties
**Largest force on an atom**: 3.63 eV/A
**Charge**: +2
**HOMO level**: -18.187 eV
**Gap between HOMO and LUMO**: 0.4467 hartree
**LUMO**: -6.0 eV
**Energy above the lowest of the compared OMol25 structures with the same formula, charge and spin**: 0.366 eV
**E_tot**: -794.7372 Eh

Element x y z (Å)
Sr1 1.542 -28.073 7.978
O1 2.111 -27.044 5.648
H1 1.603 -26.249 5.434
H2 2.320 -27.492 4.806
O2 -0.741 -27.433 9.251
H3 -1.212 -26.755 8.738
H4 -0.869 -27.068 10.143
O3 1.594 -28.764 10.453
H5 2.349 -28.878 11.032
H6 0.775 -29.117 10.829
O4 0.717 -25.620 7.585
H7 0.349 -24.982 7.043
H8 0.702 -25.306 8.462
O5 -0.484 -28.238 6.504
H9 -0.885 -29.142 6.466
H10 -1.031 -27.629 6.069
O6 2.455 -26.079 9.789
H11 3.354 -25.812 9.928
H12 1.970 -25.859 10.566
O7 4.124 -27.887 7.398
H13 4.295 -28.720 7.801
H14 4.546 -27.234 7.898
O8 0.174 -30.305 8.409
H15 -0.785 -30.388 8.403
H16 0.548 -31.101 8.188
O9 3.580 -30.106 8.617
H17 3.400 -30.477 9.447
H18 4.045 -30.736 8.100
O10 2.390 -29.943 6.032
H19 3.022 -29.461 5.467
H20 1.989 -30.559 5.410

---

No. 5
The ion C4H5N2O3 with charge -1 at a distorted geometry, computed with the ωB97M-V functional and the def2-TZVPD basis.

Properties
**Largest force on an atom**: 4.09 eV/A
**Charge**: -1
**HOMO level (spin up / spin down)**: -3.017 / -2.148 eV
**Gap between HOMO and LUMO (spin up / spin down)**: 0.2526 / 0.2224 hartree
**LUMO (spin up / spin down)**: 3.9 / 3.9 eV
**Energy above the lowest of the compared OMol25 structures with the same formula, charge and spin**: 4.154 eV
**E_tot**: -490.5424 Eh

Element x y z (Å)
C1 0.475 -0.130 -0.386
C2 -0.675 0.181 -0.985
C3 1.748 -0.028 -1.056
C4 -1.847 0.047 1.546
N1 0.528 -0.446 0.952
N2 -0.527 0.090 1.889
O1 1.548 -0.100 -2.434
O2 2.867 0.027 -0.584
O3 -1.341 0.552 -1.952
H1 -2.407 0.701 0.946
H2 -2.215 -1.011 1.506
H3 1.400 -0.638 1.463
H4 -0.231 1.094 1.888
H5 0.677 -0.337 -2.794

---

No. 6
A cluster of 2 separate species, C2H3NO3 in total at a distorted geometry, computed with the ωB97M-V functional and the def2-TZVPD basis.

Properties
**Largest force on an atom**: 1.36 eV/A
**HOMO level**: -11.525 eV
**Structure (SMILES)**: O=[N+]([O-])O.C#C
**Gap between HOMO and LUMO**: 0.4492 hartree
**LUMO**: 0.7 eV
**Energy above the lowest of the compared OMol25 structures with the same formula, charge and spin**: 7.032 eV
**E_tot**: -358.2712 Eh

Element x y z (Å)
O1 3.514 0.797 -2.078
N1 2.756 0.773 -1.176
O2 2.706 1.462 -0.208
O3 1.778 -0.193 -1.274
H1 1.117 -0.119 -0.542
C1 -0.917 0.576 0.123
C2 -0.529 -0.400 0.696
H2 -1.281 1.361 -0.472
H3 -0.198 -1.179 1.322

---

> Look up the largest force on an atom of the second one.

6.94 eV/A